a) Below is a molecular structure, C6H9N3O2S, with properties calculated with the ωB97M-V functional and the def2-TZVPD basis.

Each line ends with the Mulliken charge.
Cartesian coordinates (Å):
1 N 0.23084 -1.80302 -0.20552  -0.10
2 N 0.41973 0.41040 -0.54807  -0.06
3 H -3.23885 -2.02664 0.00866  0.34
4 O -2.29829 1.66024 -0.92335  -0.57
5 C -2.24618 -2.46060 0.08612  -1.21
6 H 2.29186 1.88745 0.85588  0.26
7 C 1.42703 2.45483 0.47654  -0.88
8 S 2.71148 -1.04974 -0.47081  -0.39
9 N -2.53432 0.60911 -0.39242  0.95
10 H 0.63288 -2.66900 -0.02645  0.20
11 C -1.39332 -0.15701 -0.08432  0.12
12 H 1.76523 3.41958 0.08990  0.32
13 C 0.93225 1.75000 -0.80619  -0.85
14 H -2.09365 -3.11276 -0.73406  0.38
15 O -3.62606 0.12368 -0.13939  -0.63
16 C -1.08597 -1.47216 -0.17781  0.45
17 H 0.57398 2.32085 1.11336  0.32
18 H 0.12370 2.35564 -1.24672  0.28
19 H 1.53940 1.68280 -1.60084  0.61
20 H -2.05198 -2.97072 0.99297  0.34
21 C 1.12632 -0.71904 -0.36742  0.13

## Properties
E_LUMO = -0.8 eV
Kohn-Sham gap = 7.8 eV
net charge = 0
HOMO level = -8.541 eV



b) Below is C6H9N3O2S in the gas phase, with properties calculated with the ωB97M-V functional and the def2-TZVPD basis.

Each line ends with the Mulliken charge.
Cartesian coordinates (Å):
1 C -1.02315 1.27563 0.07531  -0.61
2 C -1.47887 -1.54607 -0.13814  -0.40
3 H -1.19227 0.32281 -1.79685  0.31
4 H -2.54757 1.39621 -1.37214  0.36
5 C 1.12949 -0.03293 0.13056  0.40
6 N 1.56393 -1.32026 0.21271  -0.48
7 N -0.10852 0.28241 0.82326  0.04
8 O 1.86522 2.27153 0.08200  -0.64
9 H -0.53210 -1.62713 -0.88854  0.25
10 O -2.56318 -0.65614 -0.59711  -0.41
11 N 3.42563 0.39011 -0.21161  -0.31
12 H -0.12348 -1.77436 1.78684  0.36
13 S 3.13837 -1.40346 -0.43975  0.03
14 H -1.60865 -0.69001 1.89576  0.32
15 C -0.76092 -0.99932 1.16166  -0.43
16 H -1.88998 -2.75957 -0.16224  0.28
17 H -0.30726 2.05530 -0.40640  0.30
18 H 4.32947 1.08989 0.10739  0.37
19 C -1.90083 0.59263 -0.96660  -0.38
20 H -1.54990 2.11417 0.75056  0.26
21 C 2.13459 1.01856 -0.04667  0.37

## Properties
SMILES = O=c1[nH]snc1N1CCOCC1
E_LUMO = -0.5 eV
Kohn-Sham gap = 8.0 eV
net charge = 0
HOMO level = -8.522 eV



c) Below is 2 unconnected molecules or ions with the total composition C6H9N3O2S, with properties calculated with the ωB97M-V functional and the def2-TZVPD basis.

Each line ends with the Mulliken charge.
Cartesian coordinates (Å):
1 C 2.42121 -0.36212 -1.45374  -0.46
2 N -0.92367 -1.31467 -0.87677  -0.94
3 H -1.90686 2.03202 1.84839  0.31
4 H -1.76786 3.13080 -0.40108  0.36
5 H 1.27862 -1.96019 -2.15980  0.39
6 C 1.20686 -1.02006 -1.66716  -0.38
7 C -0.88253 2.67727 -0.00253  -0.05
8 O 0.29884 3.29332 -1.84788  -0.57
9 N 0.23179 -0.67748 -0.86257  0.49
10 O 1.13612 1.80771 -0.51184  -0.60
11 H 0.37084 0.11088 -0.21192  0.15
12 H -1.88388 -2.88998 0.86440  0.25
13 H -0.15155 1.15958 1.24173  0.41
14 N 0.21689 2.58158 -0.83988  0.94
15 H 4.45725 0.55683 -1.61438  0.44
16 H -3.69810 -2.40102 0.44222  0.24
17 C -1.07502 1.86214 1.08822  -0.80
18 S -2.11455 -0.65732 0.09895  0.06
19 C -2.76185 -2.14921 0.98295  -0.73
20 H -3.04693 -1.87126 1.95181  0.30
21 C 3.53401 0.09825 -1.55568  0.19

## Properties
E_LUMO (spin up / spin down) = -1.1 / -1.1 eV
Kohn-Sham gap (spin up / spin down) = 6.1 / 6.1 eV
net charge = 0
HOMO level (spin up / spin down) = -7.204 / -7.196 eV



Stability order, top to bottom: b), a), c)



a) Below is C2H6N2OS2 in the gas phase, with properties calculated with the ωB97M-V functional and the def2-TZVPD basis.

Each line ends with the Mulliken charge.
Cartesian coordinates (Å):
1 H -0.21313 -1.92643 -1.79225  0.32
2 C -0.94682 -1.09937 -1.75626  -0.67
3 H 1.31269 2.34365 2.13838  0.12
4 H -1.28543 -0.71269 -2.66844  0.25
5 H -1.84484 -1.49990 -1.18155  0.27
6 O -0.49270 0.01718 -1.17209  -0.34
7 H 0.77720 0.25581 2.32717  0.12
8 N 0.60461 -1.16836 0.40428  -0.51
9 N 0.24073 1.20117 0.50034  -0.47
10 H -0.80485 1.79856 0.28097  0.31
11 S 1.65196 2.05939 0.76416  -0.08
12 C 0.18521 -0.10824 -0.08269  0.80
13 S 0.81538 -1.16078 2.23797  -0.13

## Properties
SMILES = CO/C(=N/S)NS
E_LUMO = 0.4 eV
Kohn-Sham gap = 9.0 eV
net charge = 0
HOMO level = -8.670 eV



b) Below is C2H6N2OS2 in the gas phase, with properties calculated with the ωB97M-V functional and the def2-TZVPD basis.

Each line ends with the Mulliken charge.
Cartesian coordinates (Å):
1 H -2.97669 -1.22839 -1.19535  0.29
2 H 0.65731 0.62347 -1.76462  0.11
3 C 0.87741 0.60487 0.31501  -1.46
4 H 1.16610 1.67332 0.32333  0.34
5 O 0.74455 -1.25322 -1.28474  -0.50
6 H -0.02850 -1.77870 -1.34927  0.35
7 N -1.96841 -1.14482 -1.24716  -0.87
8 H 1.77772 0.13736 0.27738  0.46
9 H 0.31374 0.23884 1.13789  0.42
10 N -1.27172 -0.18262 -0.87751  0.63
11 C 0.18894 0.04671 -0.94255  0.54
12 S -3.90476 0.57516 0.04008  -0.41
13 S -2.02452 1.16637 -0.07490  0.08

## Properties
E_LUMO (spin up / spin down) = -0.9 / -1.1 eV
Kohn-Sham gap (spin up / spin down) = 7.2 / 6.8 eV
net charge = 0
HOMO level (spin up / spin down) = -8.070 / -7.998 eV



Stability order, top to bottom: a), b)



a) Below is a gas-phase ion, C4H9N2O2 (charge -1), with properties calculated with the ωB97M-V functional and the def2-TZVPD basis.

Each line ends with the Mulliken charge.
Cartesian coordinates (Å):
1 H 0.35216 1.18131 1.00980  0.19
2 N 1.81168 -1.20287 1.82314  -0.61
3 H -1.31900 1.26193 -2.31266  0.29
4 C -1.27682 1.02344 -1.25269  -0.59
5 H 0.34939 -0.10566 -1.51775  0.31
6 H 0.98920 -1.74226 2.05680  0.27
7 C -2.25132 -0.14825 -1.00569  0.63
8 H 1.96543 -0.95377 -0.29820  0.31
9 O -3.40929 0.13335 -0.63335  -0.76
10 H 2.41068 0.38829 0.64464  0.26
11 C 0.28423 0.25219 0.44238  -0.43
12 O -1.75546 -1.28084 -1.22135  -0.72
13 N 0.13720 0.70606 -0.94250  -0.51
14 H 2.00779 -0.57177 2.58686  0.25
15 H -1.50429 1.95395 -0.72088  0.27
16 C 1.67055 -0.42215 0.60798  -0.52
17 H -0.46213 -0.47297 0.73347  0.36

## Properties
SMILES = NCCNCC(=O)[O-]
E_LUMO = 3.9 eV
Kohn-Sham gap = 7.8 eV
net charge = -1
HOMO level = -3.937 eV



b) Below is 2 unconnected molecules or ions with the total composition C4H9N2O2, with properties calculated with the ωB97M-V functional and the def2-TZVPD basis.

Each line ends with the Mulliken charge.
Cartesian coordinates (Å):
1 N -1.05067 -0.13103 0.22110  -0.03
2 C -0.41837 0.46349 -0.96935  -0.66
3 H 0.14801 -0.28098 -1.52477  0.22
4 H 1.83593 -1.21567 0.89222  0.24
5 C 2.29985 -0.68072 0.05401  -0.17
6 H 3.28731 -0.28916 0.34704  0.24
7 C 0.61373 1.45952 -0.36651  -0.61
8 H -2.80999 -0.31851 -0.74324  0.28
9 H -1.17280 0.98798 -1.55484  0.44
10 H -0.30881 -0.07771 0.95200  0.30
11 C -2.34725 -0.40840 0.26288  0.02
12 H 0.15044 2.45027 -0.22871  0.49
13 O 2.25192 -1.10394 -1.11222  -0.62
14 H 1.31246 1.69462 -1.19610  0.22
15 N 1.30364 0.93344 0.78814  -0.75
16 H 1.30320 1.61085 1.53419  0.06
17 O -3.03504 -0.73640 1.22272  -0.65

## Properties
E_LUMO = 4.0 eV
Kohn-Sham gap = 7.4 eV
net charge = -1
HOMO level = -3.305 eV



c) Below is 2 unconnected molecules or ions with the total composition C4H9N2O2, with properties calculated with the ωB97M-V functional and the def2-TZVPD basis.

Each line ends with the Mulliken charge.
Cartesian coordinates (Å):
1 H -1.17603 -2.12031 -1.24236  0.27
2 O 2.57784 0.26869 -1.66308  -0.64
3 C 0.13959 -0.49802 0.70801  -0.10
4 N -2.13628 -0.33718 -0.58649  -0.53
5 C -1.56174 -1.16606 -1.61861  -0.75
6 H 0.27371 -0.23395 1.80062  0.39
7 H -1.63524 0.64111 1.08286  0.34
8 H 3.17931 -0.08401 0.19185  0.25
9 C -1.24200 0.34097 0.11212  -0.10
10 H 1.93373 1.21515 0.02301  0.24
11 C 2.35543 0.30462 -0.43697  -0.14
12 H -0.89525 -0.62141 -2.29590  0.30
13 H -0.67687 1.08095 -0.45126  0.25
14 O 0.11583 1.45873 2.90752  -1.02
15 H 0.08849 2.04054 3.67186  0.12
16 N 1.05703 -0.81020 0.05866  -0.18
17 H -2.39756 -1.47960 -2.26183  0.29

## Properties
E_LUMO = 1.9 eV
Kohn-Sham gap = 5.6 eV
net charge = -1
HOMO level = -3.756 eV



Stability order, top to bottom: a), b), c)



a) Below is a molecular structure, C4H9N2O2, with properties calculated with the ωB97M-V functional and the def2-TZVPD basis.

Each line ends with the Mulliken charge.
Cartesian coordinates (Å):
1 O -2.38944 0.92703 -0.70167  -0.71
2 H -0.59786 -0.03184 -1.80158  0.38
3 H 0.19162 1.69244 -0.56835  0.51
4 C -1.87096 -0.07018 -0.15257  0.61
5 H -0.97776 -1.73778 -1.41936  0.34
6 H 2.60524 -0.74235 1.27643  0.26
7 H 2.33740 0.91718 1.75475  0.28
8 C 0.74366 0.11884 0.63205  -0.34
9 H 1.34538 -0.72806 -0.81966  0.45
10 C -0.74867 -0.76248 -0.99204  -0.72
11 H 0.63455 1.23541 -0.12282  -0.44
12 H 3.78535 0.32942 -0.33738  0.07
13 H 0.17580 0.38486 1.51342  0.49
14 O -2.05213 -0.46617 1.01351  -0.71
15 C 2.24764 0.22749 0.88705  -0.38
16 N 2.79417 0.53254 -0.42133  -0.88
17 N 0.49405 -0.87803 -0.21154  -0.22

## Properties
E_LUMO = 3.0 eV
Kohn-Sham gap = 6.3 eV
net charge = -1
HOMO level = -3.269 eV



b) Below is 2 unconnected molecules or ions with the total composition C4H9N2O2, with properties calculated with the ωB97M-V functional and the def2-TZVPD basis.

Each line ends with the Mulliken charge.
Cartesian coordinates (Å):
1 C 2.53047 0.45598 1.28527  0.01
2 C -0.74180 0.45310 -0.47831  0.67
3 H -2.21667 1.77244 -0.24756  0.50
4 O 2.62002 1.56995 1.76060  -0.47
5 H -0.14508 -2.42871 1.22184  0.15
6 H -3.12388 0.31756 -0.34739  0.24
7 O -0.88068 -1.85610 -1.24933  -0.75
8 N -0.42786 0.87070 -1.93996  -0.84
9 C -0.62012 -1.07790 -0.29398  0.27
10 H 0.37974 0.48411 -2.16962  0.26
11 H 1.63003 0.17081 0.50338  0.03
12 C -2.14506 0.83228 0.10403  -1.79
13 N -0.20036 -1.43458 0.94770  -0.75
14 H 3.27258 -0.18273 1.40212  0.37
15 H -1.04919 0.38419 -2.45747  0.27
16 H -0.14892 1.14405 0.13517  0.37
17 H -2.25672 0.59387 1.11319  0.46

## Properties
E_LUMO = 3.9 eV
Kohn-Sham gap = 7.5 eV
net charge = -1
HOMO level = -3.575 eV



c) Below is a gas-phase ion, C4H9N2O2 (charge -1), with properties calculated with the ωB97M-V functional and the def2-TZVPD basis.

Each line ends with the Mulliken charge.
Cartesian coordinates (Å):
1 H -0.03307 2.25048 -0.71137  0.24
2 O 0.39237 -1.49046 2.96512  -0.88
3 H -1.41664 -0.00491 -0.80063  0.35
4 C 0.89673 0.80678 -1.81590  0.44
5 C -0.84050 0.48481 -0.01407  -0.88
6 H 0.26605 0.50828 2.51921  0.22
7 H -1.36453 1.22166 0.59749  0.45
8 H 0.17440 -1.11792 -1.55094  0.25
9 C -0.24558 -0.47972 2.33803  -0.72
10 N 0.54369 -0.46065 -2.22403  -0.42
11 H 1.16210 -0.95804 -2.84105  0.25
12 C -0.21563 -0.67276 0.78477  -0.33
13 H -1.30583 -0.39537 2.66768  0.21
14 H -0.80925 -1.58683 0.64405  0.28
15 O 1.76229 1.45399 -2.39549  -0.70
16 H 0.84605 -0.83327 0.60471  0.33
17 N 0.18737 1.27391 -0.76757  -0.10

## Properties
SMILES = NC(=O)NCCC[O-]
E_LUMO = 3.6 eV
Kohn-Sham gap = 6.0 eV
net charge = -1
HOMO level = -2.456 eV



Stability order, top to bottom: c), b), a)



a) Below is C4H6N2O2 in the gas phase, with properties calculated with the ωB97M-V functional and the def2-TZVPD basis.

Each line ends with the Mulliken charge.
Cartesian coordinates (Å):
1 C -1.31791 -0.44779 0.48522  0.37
2 H 1.12096 -1.39767 -0.11862  0.25
3 H -1.10537 -0.09091 -1.53589  0.24
4 C 1.65334 1.00001 -0.74219  0.89
5 H 1.54030 -1.15683 1.46310  0.24
6 C 0.02056 0.24668 0.75271  0.38
7 N -1.65057 -0.55201 -0.82368  -0.33
8 O -1.96428 -0.94555 1.38307  -0.62
9 H -2.53478 -0.97667 -1.05414  0.24
10 C 0.44402 1.26908 -0.24402  -1.39
11 H 0.06331 0.58040 1.79088  0.36
12 N 1.29361 -0.69551 0.59259  -0.61
13 H -0.17449 2.09357 -0.53741  0.41
14 O 2.61129 1.07320 -1.41162  -0.43

## Properties
SMILES = NC(=O)[C@@H](N)C=C=O
E_LUMO = 0.6 eV
Kohn-Sham gap = 9.5 eV
net charge = 0
HOMO level = -8.882 eV



b) Below is C4H6N2O2 in the gas phase, with properties calculated with the ωB97M-V functional and the def2-TZVPD basis.

Each line ends with the Mulliken charge.
Cartesian coordinates (Å):
1 H -0.47855 0.59947 1.79001  0.29
2 C -0.39388 -0.69234 0.08776  -0.50
3 C -1.13395 1.66762 0.26261  0.09
4 C 2.00749 0.07522 0.23356  0.71
5 H -0.86043 -1.11998 -0.74543  0.31
6 O 2.07955 -0.16252 1.42774  -0.54
7 N -0.81996 0.47899 0.90931  -0.27
8 H -0.20914 -1.60062 0.70548  0.27
9 C 0.93270 -0.36530 -0.52658  -0.40
10 O 3.15755 0.64964 -0.30734  -0.52
11 N -0.86910 2.09625 -0.82231  -0.45
12 H 0.98737 -0.40846 -1.58799  0.37
13 H -1.44752 2.37012 1.09305  0.33
14 H 3.36455 0.68016 -1.29514  0.32

## Properties
E_LUMO (spin up / spin down) = -1.4 / -0.8 eV
Kohn-Sham gap (spin up / spin down) = 8.4 / 8.6 eV
net charge = 0
HOMO level (spin up / spin down) = -9.869 / -9.388 eV



c) Below is a molecular structure, C4H6N2O2, with properties calculated with the ωB97M-V functional and the def2-TZVPD basis.

Each line ends with the Mulliken charge.
Cartesian coordinates (Å):
1 C 0.86698 1.14508 -0.05672  -0.43
2 H 3.33783 0.84283 -0.46359  0.22
3 C 2.98925 -0.30297 0.03145  -0.86
4 H 0.47353 -1.89087 0.36839  0.29
5 H -2.67126 1.08744 1.01294  0.28
6 O -2.89759 0.07488 0.06960  -0.37
7 C -0.69303 -0.33384 -0.07330  0.40
8 C 1.52580 -0.07551 0.15063  0.40
9 N 0.45782 -0.96076 -0.05029  -0.09
10 O -0.49116 1.05628 -0.13324  -0.32
11 H 1.30963 2.05834 0.05262  0.45
12 H 2.96624 -1.05592 -0.80835  0.26
13 H 3.80267 -0.39917 1.12669  0.26
14 N -1.92106 -0.79474 -0.10570  -0.49

## Properties
E_LUMO = 0.3 eV
Kohn-Sham gap = 7.7 eV
net charge = 0
HOMO level = -7.396 eV



Stability order, top to bottom: a), b), c)